C36H35BrNO3PtSb2 | the ωB97M-V functional and the def2-TZVPD basis

```
79
C36H35BrNO3PtSb2, DFT the ωB97M-V functional and the def2-TZVPD basis
Pt 0.66423 0.00511 -1.16425
C 2.38700 2.34747 1.42720
C 1.11646 2.34140 2.29037
C -0.21486 2.15610 1.55846
Sb -0.70915 0.10426 1.20107
C -0.22613 -0.67481 3.11364
C 0.68095 -1.71084 3.29280
C 0.95835 -2.18303 4.57001
C 0.33199 -1.61613 5.66728
C -0.57629 -0.58024 5.49366
C -0.85910 -0.11199 4.22101
C -2.80760 -0.04775 1.29490
C -3.34305 -1.21572 1.82928
C -4.71806 -1.35654 1.94328
C -5.55524 -0.32985 1.53346
C -5.01947 0.83716 1.00718
C -3.64572 0.97990 0.88067
Sb 2.74601 0.71214 0.09082
C 3.71533 -0.71917 1.27696
C 3.81689 -0.54609 2.65529
C 4.41485 -1.52639 3.43278
C 4.91604 -2.67403 2.83595
C 4.82140 -2.84674 1.46064
C 4.22475 -1.87187 0.67967
C 1.29143 -1.87386 -1.36112
C 1.77053 -2.23296 -2.61563
C 2.14791 -3.54822 -2.85798
C 2.04660 -4.50290 -1.85783
C 1.56531 -4.13934 -0.60988
C 1.18878 -2.82643 -0.35892
H 3.27570 2.36797 2.06094
H 2.41855 3.23094 0.78851
H 1.08818 3.31246 2.79531
H 1.22302 1.60378 3.09078
H -0.22400 2.64604 0.58487
H -1.03376 2.56969 2.14981
H 1.18650 -2.15523 2.44494
H 1.66208 -2.99345 4.70250
H 0.54611 -1.98313 6.66186
H -1.07048 -0.14345 6.35074
H -1.58694 0.68261 4.09794
H -2.69772 -2.01850 2.16858
H -5.13370 -2.26703 2.35442
H -6.62752 -0.43823 1.62532
H -5.67104 1.63977 0.68902
H -3.23960 1.88347 0.44759
H 3.43046 0.34327 3.13706
H 4.48810 -1.39183 4.50354
H 5.38629 -3.43572 3.44319
H 5.21303 -3.74223 0.99721
H 4.14136 -2.02517 -0.39043
H 1.85367 -1.49899 -3.40872
H 2.52041 -3.82453 -3.83560
H 2.33505 -5.52651 -2.05259
H 1.47762 -4.87889 0.17544
H 0.81829 -2.55538 0.62093
C 0.89453 2.33842 -4.18747
C 0.74302 3.02865 -2.85882
N 0.34751 4.30771 -2.87653
O 0.99136 2.45409 -1.79673
H 0.26111 2.76951 -4.96024
H 0.65060 1.28442 -4.06579
H 1.93563 2.41627 -4.50366
H 0.09440 4.76601 -3.73361
H 0.18233 4.78131 -2.00353
Br -3.24890 3.72070 -2.02480
C -3.07739 2.51897 -3.48423
C -3.70621 2.93088 -4.65216
C -3.68532 2.12795 -5.78004
C -3.03900 0.90080 -5.74760
C -2.40739 0.49991 -4.58739
C -2.40328 1.29608 -3.43998
C -1.62230 0.80056 -2.27222
O -0.95188 -0.29397 -2.43356
O -1.53987 1.44770 -1.22054
H -4.22311 3.87958 -4.66523
H -4.18396 2.46239 -6.67946
H -3.02994 0.26141 -6.61859
H -1.89179 -0.44974 -4.54172
```

DFT total energy   -4846.87701 Ha
Largest force on an atom   0.36 eV/Å
Total charge   +1
Kohn-Sham gap (alpha / beta)   7.2 / 6.1 eV
M   1048.18 g mol⁻¹
HOMO (alpha / beta)   -9.74 / -11.16 eV
Spin multiplicity   3